{
  "formula": "C37H25Br3Cl7N4OTi",
  "method": "the ωB97M-V functional and the def2-TZVPD basis",
  "species": ["Ti", "Br", "C", "C", "C", "N", "C", "C", "C", "C", "C", "Br", "C", "C", "N", "H", "H", "H", "H", "H", "H", "Cl", "C", "C", "C", "Cl", "C", "Cl", "C", "Cl", "C", "Cl", "Br", "C", "C", "C", "C", "C", "C", "N", "C", "C", "C", "C", "C", "C", "N", "H", "H", "H", "H", "H", "H", "H", "H", "H", "C", "C", "O", "C", "C", "C", "C", "C", "C", "H", "H", "H", "H", "H", "H", "H", "H", "Cl", "C", "Cl", "H", "H"],
  "positions_angstrom": [[0.42801, 0.64090, 0.01499], [5.53605, -3.72974, 1.09447], [4.18571, -2.45389, 0.90709], [3.13632, -2.39463, 1.81830], [2.13375, -1.48193, 1.59864], [2.10988, -0.63884, 0.54943], [3.17393, -0.64251, -0.26388], [4.21858, -1.55196, -0.13465], [3.15551, 0.39701, -1.31977], [4.25366, 0.66127, -2.12983], [4.13223, 1.61952, -3.11418], [5.58448, 2.04244, -4.20801], [2.91236, 2.26654, -3.28707], [1.88737, 1.96520, -2.42453], [1.99787, 1.07085, -1.42254], [3.10535, -3.03970, 2.68427], [1.31098, -1.38821, 2.29562], [5.03769, -1.55933, -0.83674], [5.18587, 0.13790, -1.98806], [2.76900, 2.99348, -4.07263], [0.92330, 2.44528, -2.52720], [3.33424, 1.54628, 2.29901], [1.71665, 1.47849, 3.01470], [0.61658, 1.26160, 2.19858], [-0.59491, 1.43492, 2.85851], [-2.09638, 1.43153, 1.89057], [-0.74571, 1.65843, 4.22319], [-2.30545, 1.78187, 4.94974], [0.40035, 1.78158, 5.00657], [0.26863, 2.03911, 6.69836], [1.64680, 1.72501, 4.38707], [3.06552, 1.96060, 5.33245], [-5.15936, -2.19013, -4.65678], [-3.99773, -1.16340, -3.60096], [-3.43121, -0.01331, -4.12426], [-2.57296, 0.74405, -3.33433], [-2.28546, 0.34712, -2.04063], [-2.85998, -0.80429, -1.51947], [-3.71976, -1.56126, -2.29710], [-1.39825, 1.14020, -1.23118], [-1.75018, 2.36115, -1.09431], [-0.84163, 3.33317, -0.47345], [-1.13408, 4.68992, -0.46715], [-0.16127, 5.57642, -0.04502], [1.06919, 5.06487, 0.34719], [1.26963, 3.69840, 0.34078], [0.32061, 2.83395, -0.04369], [-3.64917, 0.29024, -5.13806], [-2.10206, 1.62625, -3.74863], [-2.68191, -1.07990, -0.49294], [-4.18414, -2.44800, -1.88915], [-2.71801, 2.71789, -1.44671], [-2.10603, 5.02870, -0.80024], [-0.35028, 6.64036, -0.03479], [1.87097, 5.71403, 0.66914], [2.20746, 3.25939, 0.65877], [0.03628, -3.34277, -0.04116], [-0.73211, -2.33206, 0.75233], [-0.55116, -1.12253, 0.57977], [-1.71585, -2.79596, 1.75743], [-2.17591, -1.91513, 2.73227], [-3.10781, -2.33799, 3.66539], [-3.58308, -3.64169, 3.62509], [-3.12210, -4.53128, 2.66207], [-2.18520, -4.11183, 1.73308], [0.89902, -2.88518, -0.51554], [-0.60988, -3.75476, -0.82091], [0.35525, -4.16472, 0.59855], [-1.78426, -0.90981, 2.77189], [-3.46138, -1.64920, 4.41996], [-4.31211, -3.97234, 4.35267], [-3.48927, -5.54766, 2.63781], [-1.83809, -4.80934, 0.98346], [-0.00982, -0.28309, -5.47557], [-0.22644, -1.61634, -4.34778], [0.51430, -1.27254, -2.76383], [0.26840, -2.49213, -4.75058], [-1.28744, -1.77656, -4.18590]],
  "forces_ev_per_a": [[-0.28, 0.18, 0.55], [0.14, -0.10, 0.04], [-0.16, 0.14, -0.01], [0.04, -0.05, 0.07], [-0.09, 0.20, -0.11], [0.44, -0.23, 0.09], [0.14, 0.20, -0.32], [0.01, 0.04, -0.01], [0.03, -0.27, 0.28], [-0.06, 0.02, -0.02], [-0.17, -0.04, 0.10], [0.14, 0.02, -0.12], [0.02, 0.03, -0.05], [-0.04, -0.17, 0.19], [0.19, -0.02, -0.34], [0.00, -0.03, -0.01], [-0.01, -0.03, -0.01], [0.01, -0.04, 0.00], [0.03, 0.02, -0.02], [0.01, 0.01, 0.00], [0.02, 0.04, 0.01], [-0.21, -0.09, 0.04], [0.36, 0.08, 0.01], [-0.32, 0.02, -0.03], [-0.31, -0.01, -0.10], [0.42, -0.01, 0.26], [-0.08, 0.00, 0.04], [0.10, -0.01, -0.02], [-0.07, 0.00, -0.05], [0.02, 0.00, -0.01], [0.06, 0.00, 0.07], [-0.03, -0.01, -0.02], [-0.14, -0.15, -0.14], [0.14, 0.11, 0.16], [0.04, 0.04, 0.10], [-0.04, -0.06, -0.24], [0.18, 0.05, 0.46], [-0.15, -0.06, -0.04], [0.03, 0.07, -0.06], [-0.10, -0.13, -0.37], [0.03, 0.62, 0.23], [-0.41, -0.15, -0.34], [-0.09, 0.07, 0.01], [-0.02, -0.08, 0.01], [0.06, 0.05, 0.05], [-0.10, -0.15, 0.08], [0.22, 0.23, -0.24], [0.00, 0.00, -0.02], [0.00, 0.01, 0.01], [0.06, 0.00, 0.08], [-0.03, -0.01, 0.00], [0.06, 0.02, -0.10], [0.01, 0.02, -0.02], [0.00, 0.02, 0.02], [0.00, 0.02, -0.01], [-0.04, 0.05, 0.02], [0.02, -0.05, 0.01], [-0.12, 0.03, 0.20], [-0.17, -0.34, 0.02], [0.23, -0.06, -0.33], [-0.03, 0.06, 0.18], [0.05, 0.02, -0.07], [-0.02, -0.04, 0.02], [0.05, 0.08, -0.04], [-0.09, -0.06, 0.05], [-0.04, 0.03, -0.02], [0.00, 0.00, -0.01], [0.00, -0.02, -0.03], [-0.03, -0.04, -0.04], [0.01, 0.01, 0.03], [-0.01, 0.00, 0.01], [-0.02, -0.01, 0.00], [0.02, 0.00, -0.02], [0.03, 0.05, -0.02], [-0.02, -0.04, 0.05], [0.08, -0.12, -0.15], [-0.05, 0.00, 0.00], [0.03, 0.01, -0.02]],
  "s2": 2.02,
  "homo_energy_ev": [-8.91, -10.90],
  "total_charge": 1,
  "multiplicity": 3,
  "orbital_gap_ev": [5.6, 7.6]
}